# 1
Computed, not measured: a cluster of 2 separate species, C3H2S2 in total at a distorted geometry, with ωB97M-V/def2-TZVPD.

XYZ file:
```
7
Properties=species:S:1:pos:R:3:mulliken_charge:R:1
C 1.535 0.136 0.479 -0.389
C 1.750 0.547 -0.659 -0.345
C -2.100 -0.483 0.127 0.422
S -1.711 0.942 -0.318 -0.220
S -2.386 -2.001 0.555 -0.214
H 1.058 -0.335 1.272 0.374
H 1.855 1.194 -1.457 0.372
```

**Total energy**: -911.78966 Ha
**Kohn-Sham gap**: 9.4 eV
**Total charge**: 0
**ΔE to the lowest compared entry with this formula, charge and spin**: 40.52 kJ/mol
**Spin multiplicity**: 1

# 2
Computed, not measured: the molecule C4H5NOS2 at a distorted geometry, with ωB97M-V/def2-TZVPD.

XYZ file:
```
13
Properties=species:S:1:pos:R:3:mulliken_charge:R:1
N 0.474 2.579 -0.500 -0.432
C 0.342 1.494 -0.104 0.162
C 0.113 0.132 0.405 0.268
C 1.450 -0.585 0.713 -0.797
O 2.215 -0.849 -0.459 -0.487
S -0.870 -0.883 -0.773 -0.050
C -2.323 0.100 -0.832 -0.289
S -3.549 -0.054 0.290 -0.122
H -0.453 0.191 1.361 0.331
H 1.259 -1.539 1.226 0.349
H 2.039 0.068 1.372 0.365
H 1.702 -1.457 -1.043 0.329
H -2.399 0.802 -1.657 0.374
```

**Total energy**: -1081.72295 Ha
**Kohn-Sham gap**: 7.9 eV
**Total charge**: 0
**ΔE to the lowest compared entry with this formula, charge and spin**: 184.61 kJ/mol
**Spin multiplicity**: 1

# 3
Computed, not measured: a structure of composition C16H22BClO2Pb at a distorted geometry, with ωB97M-V/def2-TZVPD.

XYZ file:
```
43
Properties=species:S:1:pos:R:3:mulliken_charge:R:1
C -0.090 4.101 0.474 -0.834
C -0.793 4.396 -0.737 -0.587
C 0.001 3.965 -1.825 -0.282
H -1.750 4.910 -0.802 0.417
C 1.205 3.422 -1.308 -0.396
C 1.148 3.485 0.103 -0.535
H 1.934 3.169 0.790 0.449
H -0.382 4.377 1.482 0.590
H -0.258 4.077 -2.873 0.477
H 2.052 3.090 -1.916 0.404
Pb -1.398 1.561 0.357 0.849
Cl -3.077 0.856 2.047 -0.536
C -2.092 -0.610 -2.752 -0.340
C -0.943 -0.388 -3.570 -0.333
C -1.042 0.934 -4.113 -0.518
H -0.133 -1.094 -3.750 0.422
C -2.258 1.512 -3.642 -0.183
C -2.906 0.555 -2.804 -0.714
H -3.867 0.700 -2.302 0.455
H -2.303 -1.511 -2.174 0.430
H -0.328 1.422 -4.777 0.399
H -2.644 2.504 -3.874 0.431
C -0.711 -1.906 2.804 -1.820
C 0.664 -1.494 2.265 1.576
C 1.664 -1.572 3.387 -1.790
O 0.619 -0.120 1.842 -0.649
B 0.383 -0.224 0.488 0.650
O 0.622 -1.417 -0.108 -0.398
C 1.071 -2.266 0.962 1.444
C 2.583 -2.428 0.848 -2.058
C 0.490 -3.654 0.819 -1.791
H -1.477 -1.994 2.018 0.326
H -1.044 -1.141 3.512 0.448
H -0.639 -2.858 3.344 0.368
H 1.427 -0.851 4.175 0.451
H 1.621 -2.574 3.819 0.350
H 2.676 -1.375 3.024 0.393
H 2.957 -3.114 1.619 0.396
H 2.803 -2.884 -0.122 0.540
H 3.124 -1.477 0.907 0.343
H -0.604 -3.686 0.845 0.314
H 0.817 -4.119 -0.120 0.476
H 0.878 -4.279 1.638 0.367
```

**Total energy**: -1451.17999 Ha
**Kohn-Sham gap (alpha / beta)**: 5.7 / 5.4 eV
**Total charge**: 0
**Spin multiplicity**: 1

- Look up the total energy of the second one.
  -1081.72295 Ha